(1)
{"formula": "CH2Cl2FNO2S", "method": "ωB97M-V/def2-TZVPD", "species": ["C", "N", "O", "O", "F", "S", "Cl", "Cl", "H", "H"], "coordinates": [[-3.20, 0.38, 0.08], [0.85, -0.88, -0.23], [-1.01, -2.20, 1.18], [-0.99, -2.00, -1.34], [-2.57, 1.53, 0.09], [-0.85, -1.40, -0.02], [-3.81, -0.11, -1.38], [-4.25, 0.01, 1.43], [1.32, -0.18, 0.30], [0.75, -0.54, -1.16]], "e_homo_ev": [-8.586, -11.492], "s_squared": 2.01, "lumo_energy_ev": [0.49, -2.84], "spin_multiplicity": 3}

---

(2)
{"formula": "C34H42N4O3P2PtS", "method": "ωB97M-V/def2-TZVPD", "species": ["Pt", "C", "C", "C", "C", "C", "C", "C", "C", "C", "H", "H", "H", "H", "H", "H", "H", "H", "H", "H", "H", "H", "H", "H", "H", "P", "P", "N", "N", "N", "N", "C", "C", "C", "C", "C", "C", "C", "C", "C", "C", "C", "C", "C", "C", "C", "C", "C", "C", "H", "H", "H", "H", "H", "H", "H", "H", "H", "H", "H", "H", "H", "H", "H", "H", "H", "H", "H", "H", "C", "C", "C", "C", "C", "C", "C", "S", "O", "O", "O", "H", "H", "H", "H", "H", "H", "H"], "coordinates": [[-0.75, 0.28, 2.22], [2.80, 0.11, 1.96], [1.94, 0.87, 1.26], [1.64, 0.71, -0.21], [0.27, 0.17, -0.63], [-0.26, -0.89, 0.33], [0.56, -1.92, 0.82], [2.02, -2.04, 0.74], [2.90, -1.36, 1.84], [-1.73, -1.30, 2.99], [3.46, 0.57, 2.71], [1.62, 1.83, 1.70], [2.41, 0.06, -0.64], [1.79, 1.70, -0.67], [-0.47, 1.01, -0.66], [0.38, -0.29, -1.63], [-1.31, -1.20, 0.13], [0.02, -2.71, 1.34], [2.36, -1.74, -0.26], [2.23, -3.12, 0.85], [2.72, -1.85, 2.82], [3.95, -1.54, 1.56], [-0.94, -2.06, 3.13], [-2.50, -1.63, 2.28], [-2.19, -0.96, 3.93], [-2.26, -0.89, -2.16], [-0.03, 2.07, -2.70], [-1.95, -2.52, -2.73], [-3.92, -0.81, -2.77], [1.22, 1.57, -3.88], [-0.18, 3.71, -3.30], [-1.51, -0.15, -3.65], [-1.45, 1.38, -3.64], [-2.38, -3.56, -1.90], [-2.28, -4.75, -2.60], [-1.78, -4.45, -3.91], [-1.60, -3.07, -3.97], [-4.97, -0.70, -1.86], [-6.14, -0.41, -2.54], [-5.80, -0.33, -3.94], [-4.45, -0.63, -4.05], [2.56, 1.36, -3.49], [3.19, 0.59, -4.46], [2.24, 0.34, -5.50], [1.06, 0.97, -5.14], [0.31, 4.28, -4.48], [-0.22, 5.55, -4.63], [-1.14, 5.76, -3.54], [-1.12, 4.61, -2.77], [-2.07, -0.47, -4.53], [-0.50, -0.58, -3.75], [-1.35, 1.76, -4.68], [-2.34, 1.86, -3.20], [-2.66, -3.34, -0.89], [-2.51, -5.72, -2.19], [-1.54, -5.16, -4.70], [-1.21, -2.45, -4.77], [-4.76, -0.84, -0.81], [-7.11, -0.27, -2.10], [-6.46, -0.06, -4.75], [-3.85, -0.72, -4.94], [2.92, 1.78, -2.56], [4.20, 0.20, -4.40], [2.37, -0.27, -6.39], [0.12, 1.00, -5.67], [0.99, 3.73, -5.11], [0.02, 6.25, -5.42], [-1.73, 6.64, -3.35], [-1.69, 4.32, -1.90], [3.78, -1.09, 9.59], [2.95, -0.54, 8.45], [1.75, 0.13, 8.70], [0.99, 0.66, 7.66], [1.41, 0.52, 6.32], [2.59, -0.20, 6.06], [3.35, -0.71, 7.12], [0.47, 1.19, 4.93], [-0.87, 1.46, 5.39], [1.29, 2.29, 4.45], [0.50, 0.00, 3.95], [4.13, -0.29, 10.25], [3.22, -1.81, 10.21], [4.67, -1.61, 9.20], [1.39, 0.21, 9.73], [0.05, 1.18, 7.84], [2.89, -0.37, 5.03], [4.25, -1.29, 6.91]], "e_homo_ev": [-7.539, -8.554], "de_lowest_ev": 0.764, "s_squared": 2.04, "lumo_energy_ev": [-0.54, -1.74], "spin_multiplicity": 3}

---

(3)
{"formula": "C4H4FNO2", "method": "ωB97M-V/def2-TZVPD", "species": ["C", "C", "C", "C", "N", "O", "O", "F", "H", "H", "H", "H"], "coordinates": [[0.43, -1.20, -1.74], [-1.73, 0.20, 1.61], [0.70, -0.40, -0.70], [-1.81, 0.58, 0.47], [1.22, 0.48, 0.09], [1.60, 0.16, 1.35], [1.05, 1.67, -0.23], [-2.04, 0.96, -0.74], [-0.59, -1.76, -1.81], [1.09, -1.37, -2.49], [-2.02, -0.27, 2.53], [2.10, 0.95, 1.67]], "e_homo_ev": [-8.865, -8.866], "de_lowest_ev": 8.121, "smiles": "C=C=[N+]([O-])O.C#CF", "lumo_energy_ev": [0.63, 0.63]}

---

(4)
{"formula": "C17H19N5O2W", "method": "ωB97M-V/def2-TZVPD", "species": ["N", "C", "C", "H", "H", "H", "N", "C", "C", "H", "H", "H", "N", "C", "C", "H", "H", "H", "W", "C", "O", "C", "O", "C", "C", "C", "C", "C", "C", "H", "H", "H", "H", "H", "H", "N", "C", "C", "N", "C", "H", "H", "H", "H"], "coordinates": [[-0.11, -1.54, -0.93], [-0.55, -2.53, -1.37], [-0.96, -3.80, -1.90], [-0.48, -3.96, -2.87], [-2.05, -3.82, -2.02], [-0.67, -4.61, -1.21], [-1.99, 1.01, 2.00], [-2.48, 1.28, 3.02], [-2.94, 1.50, 4.37], [-4.02, 1.28, 4.44], [-2.76, 2.54, 4.68], [-2.40, 0.83, 5.06], [1.44, 0.89, -0.76], [2.12, 1.79, -1.05], [3.11, 2.76, -1.42], [3.70, 3.04, -0.53], [2.62, 3.67, -1.81], [3.78, 2.34, -2.18], [-1.12, 0.68, 0.01], [0.71, 1.10, 1.65], [1.67, 1.32, 2.25], [-0.55, -1.27, 1.48], [-0.69, -2.34, 1.92], [-2.77, 0.15, -1.20], [-1.66, 0.36, -2.03], [-0.94, 1.55, -1.94], [-1.31, 2.53, -1.01], [-2.42, 2.34, -0.19], [-3.16, 1.14, -0.29], [-3.30, -0.80, -1.23], [-1.38, -0.37, -2.77], [-0.11, 1.72, -2.61], [-0.71, 3.43, -0.90], [-2.72, 3.12, 0.50], [-4.04, 0.97, 0.32], [3.34, -2.91, -0.34], [4.17, -1.81, -0.26], [3.44, -0.85, 0.43], [2.22, -1.37, 0.76], [2.16, -2.60, 0.28], [3.56, -3.82, -0.74], [5.16, -1.76, -0.66], [3.74, 0.16, 0.69], [1.36, -3.32, 0.38]], "e_homo_ev": [-22.270, -22.173], "de_lowest_ev": 0.000, "total_charge": 4, "s_squared": 2.03, "lumo_energy_ev": [-14.89, -15.80], "spin_multiplicity": 3}

---

(5)
{"formula": "C20H31N3O2S", "method": "ωB97M-V/def2-TZVPD", "species": ["C", "C", "C", "C", "N", "C", "C", "O", "C", "C", "C", "C", "C", "C", "C", "C", "C", "N", "C", "O", "C", "C", "S", "N", "C", "C", "H", "H", "H", "H", "H", "H", "H", "H", "H", "H", "H", "H", "H", "H", "H", "H", "H", "H", "H", "H", "H", "H", "H", "H", "H", "H", "H", "H", "H", "H", "H"], "coordinates": [[-0.10, 0.53, 1.61], [-0.29, 0.58, 0.10], [0.10, -0.72, -0.62], [1.63, -0.83, -0.68], [2.16, -2.19, -0.62], [2.95, -2.73, -1.72], [1.98, -2.87, 0.55], [1.39, -2.35, 1.49], [2.51, -4.29, 0.61], [2.24, -4.98, 1.93], [2.08, -6.50, 1.75], [1.69, -7.18, 3.06], [2.68, -6.86, 4.18], [2.87, -5.36, 4.34], [3.28, -4.73, 3.02], [4.09, -3.48, 3.06], [4.75, -4.79, 2.70], [-0.58, -0.72, -1.92], [-0.14, -1.11, -3.14], [0.97, -1.54, -3.39], [-1.16, -0.98, -4.23], [-2.50, -1.23, -4.10], [-3.25, -1.04, -5.61], [-1.87, -0.64, -6.40], [-0.85, -0.65, -5.58], [0.52, -0.33, -6.10], [-0.42, 1.47, 2.06], [-0.69, -0.27, 2.05], [0.94, 0.35, 1.89], [-1.35, 0.79, -0.11], [0.27, 1.41, -0.34], [-0.27, -1.56, -0.03], [2.01, -0.35, -1.57], [2.02, -0.30, 0.19], [3.88, -3.17, -1.35], [2.41, -3.47, -2.30], [3.21, -1.92, -2.40], [2.04, -4.85, -0.21], [3.58, -4.29, 0.37], [1.29, -4.59, 2.31], [1.33, -6.70, 0.99], [3.03, -6.92, 1.39], [0.70, -6.82, 3.36], [1.60, -8.26, 2.92], [2.35, -7.31, 5.12], [3.65, -7.32, 3.93], [1.93, -4.90, 4.68], [3.62, -5.14, 5.10], [3.96, -2.75, 2.28], [4.31, -3.05, 4.03], [5.40, -5.26, 3.42], [5.06, -4.93, 1.67], [-1.49, -0.31, -1.91], [-3.04, -1.54, -3.22], [1.09, 0.24, -5.38], [1.08, -1.26, -6.28], [0.43, 0.22, -7.04]], "e_homo_ev": -9.095, "de_lowest_ev": 0.400, "lumo_energy_ev": 0.56}

---

(6)
{"formula": "C25H49BBrCl8IO7S", "method": "ωB97M-V/def2-TZVPD", "species": ["C", "C", "C", "C", "C", "Br", "O", "S", "O", "O", "C", "C", "C", "C", "I", "B", "C", "O", "C", "C", "C", "O", "C", "O", "C", "C", "C", "C", "C", "O", "C", "C", "H", "H", "H", "H", "H", "H", "H", "H", "H", "H", "H", "H", "H", "H", "H", "H", "H", "H", "H", "H", "H", "H", "H", "H", "H", "H", "H", "H", "H", "H", "H", "H", "H", "H", "H", "H", "H", "H", "H", "H", "H", "C", "Cl", "Cl", "H", "H", "C", "Cl", "Cl", "H", "H", "C", "Cl", "Cl", "H", "H", "C", "Cl", "Cl", "H", "H"], "coordinates": [[-4.87, 3.88, 4.23], [-3.46, 3.52, 3.74], [-3.26, 2.00, 3.59], [-1.86, 1.76, 3.01], [-1.78, 0.56, 2.02], [-2.59, -0.91, 3.12], [-2.63, 1.01, 0.99], [-2.75, 0.18, -0.36], [-3.55, 0.90, -1.29], [-3.27, -1.11, -0.08], [-1.03, 0.12, -0.94], [-1.21, -0.51, -2.35], [0.04, -0.86, -3.17], [-0.09, -0.36, -4.60], [-1.75, -1.28, -5.62], [-0.59, 1.63, -1.33], [-1.42, 2.94, -1.05], [0.60, 1.81, -1.99], [-0.18, -0.57, 0.18], [-0.58, -2.05, 0.50], [-1.00, -3.02, -0.61], [-0.77, -4.36, -0.14], [1.31, -0.72, -0.22], [1.59, -1.90, -0.93], [2.92, -2.36, -0.75], [3.03, -3.29, 0.45], [-0.25, 0.22, 1.58], [0.48, 1.56, 1.67], [1.87, 1.84, 1.06], [0.19, -0.74, 2.53], [0.89, -0.41, 3.70], [2.42, -0.28, 3.57], [-4.83, 4.19, 5.27], [-5.32, 4.65, 3.62], [-5.50, 3.01, 4.11], [-2.67, 3.97, 4.32], [-3.36, 3.92, 2.73], [-3.34, 1.59, 4.59], [-4.05, 1.66, 2.93], [-1.20, 1.60, 3.84], [-1.65, 2.66, 2.46], [-1.74, 0.24, -2.94], [-1.89, -1.34, -2.38], [0.96, -0.43, -2.80], [0.21, -1.93, -3.24], [-0.35, 0.69, -4.56], [0.82, -0.47, -5.17], [-1.69, 3.08, -0.01], [-0.84, 3.82, -1.33], [-2.33, 2.99, -1.63], [0.44, 2.48, -2.68], [-1.41, -2.11, 1.19], [0.23, -2.57, 0.97], [-2.05, -2.96, -0.86], [-0.43, -2.94, -1.52], [-1.51, -4.62, 0.42], [1.83, -0.75, 0.72], [1.69, 0.13, -0.78], [3.58, -1.50, -0.60], [3.23, -2.87, -1.65], [2.59, -2.86, 1.34], [2.57, -4.23, 0.19], [4.09, -3.45, 0.63], [-0.15, 2.33, 1.23], [0.59, 1.91, 2.68], [2.25, 2.77, 1.47], [1.84, 1.99, 0.00], [2.63, 1.09, 1.25], [0.72, -1.21, 4.40], [0.55, 0.48, 4.22], [2.73, 0.76, 3.59], [2.81, -0.82, 2.72], [2.86, -0.74, 4.45], [6.58, -5.22, -0.05], [7.31, -6.14, 1.26], [6.71, -3.47, 0.20], [7.08, -5.47, -0.98], [5.53, -5.48, -0.11], [2.60, -5.34, -3.58], [3.62, -5.30, -5.02], [3.52, -5.83, -2.14], [2.20, -4.35, -3.40], [1.80, -6.05, -3.73], [-0.23, 6.62, 3.72], [-1.27, 6.89, 5.12], [-0.80, 5.26, 2.74], [-0.23, 7.51, 3.11], [0.77, 6.40, 4.07], [-3.05, 1.27, -8.93], [-2.37, 0.60, -10.42], [-1.97, 2.45, -8.19], [-3.99, 1.76, -9.16], [-3.21, 0.46, -8.23]], "e_homo_ev": -9.585, "de_lowest_ev": 0.581, "smiles": "CCCC[C@@]1(Br)OS(=O)(=O)[C@@](CCCI)(B(C)O)[C@@](CCO)(COCC)[C@]1(CC)OCC.ClCCl.ClCCl.ClCCl.ClCCl", "lumo_energy_ev": 0.06}

---

no.,molar mass (g/mol)
1,182.0
2,843.8
3,117.1
4,509.2
5,377.6
6,995.0